A cluster of 8 separate species, C47H43O16P2 in total, computed with ωB97M-V with the def2-TZVPD basis set.

Its HOMO energy is -11.265 eV. Its net charge is +1. The gap between HOMO and LUMO comes out at 0.2855 hartree. Its electronic energy is -100759.27636 eV.

Cartesian coordinates (Å):
H 3.982 0.069 -6.132
C 2.573 -1.596 -9.428
C -8.286 -3.119 8.692
C 4.475 -0.559 -8.095
O 4.751 -1.336 -10.297
C -1.344 4.487 -7.049
H 3.434 -4.723 -9.715
H 2.924 -7.146 -9.442
C -0.127 4.438 -6.199
C 1.563 -5.254 -12.625
O 0.345 5.445 -5.717
O -6.467 -2.357 5.739
C 3.880 0.835 -1.836
C 1.291 -6.548 -12.480
H -2.638 -0.219 4.053
C 0.761 -2.364 3.474
O -8.679 -5.265 9.576
H -0.108 -2.644 4.075
H 5.516 -0.263 -8.066
H -0.191 4.717 2.618
C -6.976 -3.026 6.621
O 1.531 4.753 8.979
H 1.731 9.178 9.536
C 1.164 -0.024 -2.137
C 1.636 0.595 -0.877
O -0.100 0.993 5.086
C -0.726 -1.575 1.498
H -3.143 0.297 1.880
O 3.856 9.053 11.019
H -2.750 3.397 -8.198
C 3.656 -0.381 -7.060
C -6.862 -4.503 6.627
O 1.213 6.070 4.330
H 0.122 -0.319 -2.167
C 4.001 -1.179 -9.361
C -8.173 -4.600 8.701
C 2.238 -0.798 -7.133
H -2.604 -2.610 1.492
C 0.107 4.165 3.501
O -4.718 -3.116 3.617
C 3.058 1.011 -0.806
C 3.325 8.070 10.552
H -0.810 2.332 2.973
P -5.094 -1.639 3.082
C 0.487 3.108 -5.962
H 4.921 1.131 -1.806
C 1.759 -1.414 -8.388
C 2.064 5.740 9.448
H -7.802 -1.311 7.701
H -1.006 -0.681 0.929
C 1.524 7.098 9.197
C 2.363 -4.519 -11.616
H 0.708 -7.103 -13.204
O 1.532 -8.489 -11.169
O -5.693 -0.845 4.344
H -6.590 -0.592 4.082
C 1.005 2.900 5.910
C 2.108 8.178 9.707
H 1.273 -1.138 5.200
C 1.337 4.174 5.722
O 0.887 0.756 0.069
C 3.865 6.709 10.803
H 2.547 -1.196 3.948
C -1.988 -2.081 2.235
C 2.579 -6.572 -10.292
P -3.058 -0.739 2.815
H -1.809 -2.796 3.039
C -0.223 2.891 3.692
H 0.636 7.156 8.580
C 1.790 -1.780 4.483
C -1.248 2.052 -7.338
H -0.439 -2.325 0.754
C 0.200 2.161 4.912
O 1.484 -0.637 -6.184
C 3.407 0.214 -3.100
H -6.306 -4.947 5.811
H 1.923 4.729 6.442
H 1.657 -0.653 -4.101
H 1.375 3.094 -5.341
C -7.415 -5.235 7.591
H 1.364 -1.253 1.771
O 4.156 0.055 -4.040
C -0.032 2.001 -6.488
H 3.381 1.462 0.124
C 1.983 -0.203 -3.171
H 2.238 -2.050 -10.360
C 1.777 -7.311 -11.302
H -4.987 -3.790 2.979
H 4.752 6.650 11.420
C 2.851 -5.279 -10.439
H 1.260 -3.227 3.021
H 0.716 -1.706 -8.410
H 0.450 -0.297 2.900
C 0.481 -1.281 2.420
C 3.279 5.629 10.291
O -1.721 1.044 -7.819
H 1.303 2.349 6.793
H -7.343 -6.315 7.615
C -7.731 -2.391 7.726
H -1.776 5.467 -7.211
H 3.655 4.629 10.462
H 1.219 -4.680 -13.475
H -8.840 -2.674 9.508
C -1.864 3.382 -7.577
O 2.611 -3.336 -11.746
C 0.915 4.909 4.504
H 2.303 -2.585 5.015
H 0.404 1.020 -6.324

Here are the Löwdin charges for atoms 1 to 99, given in e: H 0.09; C 0.03; C 0.03; C 0.04; O 0.12; C 0.02; H 0.12; H 0.12; C -0.39; C 0.03; O 0.11; O 0.04; C 0.03; C 0.03; H 0.01; C -0.24; O 0.13; H 0.09; H 0.13; H 0.13; C -0.35; O 0.08; H 0.12; C 0.03; C -0.38; O 0.06; C -0.24; H 0.01; O 0.12; H 0.12; C 0.03; C 0.02; O 0.12; H 0.12; C -0.37; C -0.38; C -0.35; H 0.09; C 0.03; O -0.30; C 0.02; C -0.38; H 0.11; P 0.67; C 0.02; H 0.13; C 0.03; C -0.38; H 0.12; H 0.08; C 0.02; C -0.36; H 0.12; O 0.11; O -0.33; H 0.07; C 0.03; C 0.03; H 0.06; C 0.03; O 0.07; C 0.03; H 0.08; C -0.39; C 0.03; P 0.92; H 0.08; C 0.01; H 0.12; C -0.10; C -0.38; H 0.12; C -0.38; O 0.03; C -0.35; H 0.12; H 0.11; H 0.10; H 0.12; C 0.03; H 0.11; O 0.10; C 0.03; H 0.12; C 0.04; H 0.09; C -0.38; H 0.07; H 0.12; C 0.03; H 0.11; H 0.12; H 0.09; C -0.22; C 0.02; O 0.11; H 0.13; H 0.13; C 0.02